{
  "formula": "C25H79O7PSi9",
  "method": "the ωB97M-V functional and the def2-TZVPD basis",
  "max_force_ev_per_a": 6.824,
  "gap_ev": 10.0,
  "lumo_ev": -0.02,
  "smiles": "C[Si](C)(C)O[Si](C)(C)C.C[Si](C)(C)O[Si](C)(C)C.C[Si](C)(C)O[Si](C)(C)C.C[Si](C)(C)O[Si](C)(C)C.O=P(O)(O)C[SiH3]",
  "homo_ev": -10.0,
  "e_above_lowest_kj_mol": 171.46,
  "symbols": ["C", "Si", "C", "C", "O", "Si", "C", "C", "C", "H", "H", "H", "H", "H", "H", "H", "H", "H", "H", "H", "H", "H", "H", "H", "H", "H", "H", "C", "Si", "C", "C", "O", "Si", "C", "C", "C", "H", "H", "H", "H", "H", "H", "H", "H", "H", "H", "H", "H", "H", "H", "H", "H", "H", "H", "C", "Si", "C", "C", "O", "Si", "C", "C", "C", "H", "H", "H", "H", "H", "H", "H", "H", "H", "H", "H", "H", "H", "H", "H", "H", "H", "H", "C", "Si", "C", "C", "O", "Si", "C", "C", "C", "H", "H", "H", "H", "H", "H", "H", "H", "H", "H", "H", "H", "H", "H", "H", "H", "H", "H", "O", "P", "O", "O", "C", "Si", "H", "H", "H", "H", "H", "H", "H"],
  "coordinates": [[-0.00286, -3.90002, 3.06694], [0.96330, -2.70719, 4.15711], [1.92731, -1.52602, 3.05274], [-0.27586, -1.69397, 5.13840], [2.02318, -3.56241, 5.14591], [3.31967, -4.61840, 4.94918], [4.03018, -5.18624, 6.58976], [4.69710, -3.77404, 3.98276], [2.76670, -6.14639, 3.99711], [0.66285, -4.40729, 2.36434], [-0.76352, -3.36478, 2.49108], [-0.50158, -4.65790, 3.67984], [2.57165, -0.87916, 3.65469], [1.24290, -0.89230, 2.47860], [2.55146, -2.07723, 2.34680], [0.23229, -0.95996, 5.76955], [-0.88751, -2.33776, 5.77877], [-0.94329, -1.15554, 4.45960], [4.39373, -4.33701, 7.17644], [4.87364, -5.86570, 6.42149], [3.27961, -5.72022, 7.18030], [4.37429, -3.55562, 2.96134], [5.58201, -4.41510, 3.93125], [4.97864, -2.83269, 4.46428], [2.48442, -5.88513, 2.97452], [1.90899, -6.61142, 4.48539], [3.57543, -6.87884, 3.94889], [-0.74206, -1.49117, -3.96061], [-1.67579, 0.04581, -3.40323], [-0.62833, 1.56161, -3.78957], [-3.25023, 0.16129, -4.41952], [-1.98057, -0.03500, -1.75004], [-1.08277, -0.14855, -0.33026], [-2.17016, -0.19362, 1.19758], [0.07002, 1.33194, -0.17711], [-0.04434, -1.71962, -0.34912], [0.25285, -1.52379, -3.50980], [-0.62464, -1.49663, -5.04822], [-1.28528, -2.39497, -3.66602], [-1.10163, 2.46473, -3.39418], [-0.50962, 1.68059, -4.87189], [0.36566, 1.46909, -3.34777], [-3.81969, 1.05696, -4.15716], [-3.88643, -0.71454, -4.25570], [-3.00765, 0.21181, -5.48476], [-2.77923, 0.71232, 1.27424], [-1.55161, -0.26153, 2.09990], [-2.83779, -1.06034, 1.18038], [0.82275, 1.31882, -0.96985], [0.58854, 1.31988, 0.78604], [-0.49601, 2.26517, -0.25432], [0.71330, -1.67436, -1.13498], [-0.67476, -2.59247, -0.52528], [0.46668, -1.85028, 0.60726], [-6.44981, 0.65744, -1.84075], [-5.90184, 2.10679, -0.77120], [-5.47980, 1.46338, 0.94694], [-4.33246, 2.81318, -1.52162], [-7.13689, 3.24562, -0.67020], [-8.73107, 3.29776, -0.13116], [-9.50216, 4.99333, -0.35303], [-8.80672, 2.86217, 1.69880], [-9.77520, 2.05650, -1.08825], [-7.27103, 0.11518, -1.36570], [-5.62253, -0.04163, -1.99442], [-6.78976, 1.01268, -2.81900], [-5.24643, 2.29336, 1.61973], [-4.61013, 0.79887, 0.90518], [-6.31606, 0.90113, 1.36682], [-3.95123, 3.64301, -0.92048], [-4.51436, 3.17631, -2.53834], [-3.55784, 2.04253, -1.56850], [-8.94882, 5.75378, 0.20652], [-10.53508, 4.98976, 0.01365], [-9.51983, 5.28293, -1.40804], [-8.50452, 1.82417, 1.86144], [-9.82318, 2.98595, 2.08374], [-8.13747, 3.51024, 2.27271], [-9.45859, 1.03376, -0.87049], [-9.68292, 2.22672, -2.16195], [-10.82786, 2.15134, -0.81294], [2.29343, 3.20227, -6.50487], [3.23335, 4.21380, -5.22497], [1.98972, 5.07006, -4.10055], [4.23360, 3.02266, -4.17342], [4.19679, 5.36012, -5.99320], [3.97615, 6.66429, -7.03492], [5.59488, 7.50097, -7.48039], [2.86193, 7.95046, -6.22960], [3.16569, 6.08241, -8.63227], [1.57908, 3.82905, -7.04431], [1.74018, 2.39078, -6.02310], [2.98757, 2.76567, -7.23032], [2.50157, 5.73943, -3.40347], [1.42644, 4.33241, -3.51896], [1.27782, 5.65620, -4.68484], [4.77864, 3.55619, -3.39009], [4.95584, 2.47266, -4.78542], [3.57103, 2.29687, -3.69345], [6.09858, 7.88446, -6.58777], [5.41075, 8.34643, -8.15322], [6.27039, 6.80635, -7.98873], [1.85423, 7.55197, -6.08477], [2.78861, 8.84451, -6.85567], [3.26089, 8.24264, -5.25352], [2.15120, 5.72324, -8.44400], [3.74263, 5.27216, -9.08057], [3.10692, 6.90288, -9.35076], [8.25258, -9.12760, 10.21187], [7.41653, -8.62129, 8.92963], [7.26291, -6.89528, 9.09795], [8.37714, -9.11234, 7.52163], [5.77121, -9.59005, 8.95503], [4.26120, -8.65704, 8.20646], [6.60393, -6.50343, 8.43298], [9.31496, -9.25189, 7.90139], [5.54165, -9.91168, 10.06082], [5.91025, -10.57658, 8.30817], [4.37346, -8.33363, 6.78998], [4.11639, -7.40197, 8.98512], [2.98758, -9.38927, 8.41359]],
  "forces_ev_per_angstrom": [[0.2, 0.0, 0.3], [0.1, -0.1, -0.1], [0.0, -0.2, 0.2], [0.3, -0.3, 0.2], [0.2, -0.1, -0.4], [-0.2, 0.2, -0.4], [-0.3, 0.3, 0.1], [-0.3, 0.0, 0.2], [0.0, 0.4, 0.2], [-0.1, 0.0, 0.0], [0.0, 0.0, 0.0], [0.0, 0.0, -0.1], [0.0, 0.0, -0.1], [0.1, 0.0, 0.1], [0.0, 0.1, 0.0], [-0.1, 0.0, 0.0], [0.0, 0.1, 0.0], [0.1, -0.1, 0.0], [-0.1, -0.1, 0.0], [-0.1, 0.1, -0.1], [0.1, 0.1, 0.0], [0.1, 0.0, 0.0], [-0.1, 0.0, 0.0], [0.0, -0.1, -0.1], [0.0, -0.1, 0.0], [0.0, -0.1, 0.0], [0.0, 0.0, 0.0], [-0.2, 0.2, 0.3], [0.2, 0.0, 0.0], [-0.2, -0.2, 0.2], [0.0, -0.1, 0.5], [0.4, 0.0, 0.0], [0.2, 0.0, -0.2], [-0.1, 0.0, -0.4], [-0.3, -0.2, -0.2], [-0.2, 0.3, -0.2], [0.0, -0.1, 0.0], [0.0, 0.0, 0.1], [0.1, 0.0, -0.1], [0.1, 0.0, 0.0], [0.0, 0.0, 0.1], [0.0, 0.1, 0.0], [0.0, -0.1, 0.0], [0.0, 0.1, 0.0], [0.1, 0.0, 0.1], [0.2, -0.1, 0.1], [0.0, 0.0, -0.2], [0.0, 0.1, 0.0], [0.0, 0.1, 0.1], [0.0, 0.0, -0.1], [0.1, 0.0, 0.0], [0.0, -0.1, 0.0], [0.0, -0.1, 0.0], [0.0, 0.0, 0.0], [-0.1, 0.3, 0.1], [-0.2, -0.1, 0.1], [-0.1, 0.2, -0.2], [-0.4, 0.3, 0.0], [-0.2, -0.4, 0.2], [0.2, -0.2, 0.0], [0.4, 0.0, -0.1], [0.2, 0.0, -0.3], [0.3, 0.1, 0.1], [0.0, 0.0, -0.1], [0.0, 0.1, 0.0], [0.0, -0.1, 0.1], [0.0, -0.1, 0.0], [-0.3, 0.1, -0.1], [0.0, 0.0, 0.1], [0.0, 0.0, -0.1], [0.1, 0.0, 0.1], [-0.1, -0.1, 0.1], [-0.1, 0.0, -0.1], [0.1, -0.1, 0.0], [0.0, 0.0, 0.1], [0.0, 0.1, 0.1], [0.1, 0.0, 0.0], [-0.1, -0.1, 0.0], [0.0, 0.0, -0.1], [0.0, 0.0, 0.0], [0.0, 0.0, 0.0], [0.2, 0.2, 0.0], [-0.1, 0.2, -0.1], [0.2, -0.1, -0.2], [0.2, 0.3, -0.3], [-0.5, 0.1, -0.1], [-0.2, -0.1, 0.1], [0.0, -0.3, 0.2], [0.1, -0.3, 0.0], [0.1, 0.0, 0.4], [0.0, -0.1, 0.0], [0.0, 0.1, 0.0], [-0.1, 0.0, 0.0], [-0.1, 0.0, 0.0], [0.1, 0.0, -0.1], [0.0, 0.0, 0.1], [0.0, -0.1, 0.0], [0.0, 0.0, 0.1], [0.0, 0.1, -0.1], [0.0, 0.0, -0.1], [-0.1, -0.1, 0.1], [0.0, 0.1, 0.1], [0.0, 0.1, 0.0], [0.0, -0.1, 0.0], [-0.1, 0.0, -0.1], [0.0, 0.0, -0.1], [0.0, 0.0, -0.1], [0.0, 0.0, 0.0], [-3.0, 2.2, -4.8], [4.6, -2.0, 4.6], [-1.4, -2.8, -2.4], [-0.8, 1.2, 2.9], [0.0, -1.0, -0.9], [-0.1, -0.1, 1.1], [1.3, -0.7, 1.2], [-2.1, 0.4, -0.5], [0.8, 0.9, -2.1], [0.1, 2.1, 1.4], [0.3, 0.0, -0.3], [0.1, 0.0, -0.1], [0.2, -0.2, 0.0]]
}